1.
C6H8LiNaO6 as an isolated structure in a non-equilibrium geometry. Source: OMol25; level of theory: ωB97M-V with the def2-TZVPD basis set.

Geometry as XYZ:
```
22
Properties=species:S:1:pos:R:3:forces:R:3
O 2.240606 0.067499 0.347222 0.183 1.055 0.643
C -0.781996 0.644645 1.103549 0.333 -3.481 -0.141
C 2.137196 1.356146 -0.126323 0.095 -0.056 0.017
O -0.254326 0.371387 2.174731 -0.850 0.642 -0.499
O -0.272136 1.495537 0.237018 -1.593 -0.308 -0.469
C 0.992187 2.128503 0.513650 0.433 0.426 0.416
H 1.987333 1.387397 -1.227070 0.012 0.025 0.156
H 3.049808 1.956787 0.073712 -0.198 -0.018 -0.065
H 0.909513 3.136108 0.088732 -0.040 -0.225 0.118
H 1.133860 2.189982 1.600309 -0.116 0.009 -0.272
Li 1.441158 -0.657186 1.825045 -0.391 -0.211 -0.229
O -1.820962 -0.253271 0.670872 1.647 3.478 0.775
C -0.365516 -2.423768 0.546510 -0.480 -1.147 0.882
C -2.184156 -0.284529 -0.718063 0.159 0.253 -0.073
O 0.802182 -2.412658 0.974131 0.362 0.212 0.480
O -0.374012 -1.830143 -0.732371 0.424 0.472 -1.565
C -1.659002 -1.599888 -1.276703 -0.197 -0.407 0.357
H -1.735178 0.552820 -1.260897 -0.186 -0.045 0.207
H -3.276937 -0.240353 -0.775703 0.209 0.092 -0.011
H -1.608399 -1.543103 -2.371455 0.132 -0.081 0.245
H -2.318023 -2.428953 -0.985758 0.156 0.164 -0.038
Na 1.956800 -1.612958 -0.681139 -0.093 -0.850 -0.935
```
Forces are in eV/Å.

## Properties
- charge = 0

***

2.
A 2-piece molecular cluster, C14H16O overall in a non-equilibrium geometry. Source: OMol25; level of theory: ωB97M-V with the def2-TZVPD basis set.

Geometry as XYZ:
```
31
Properties=species:S:1:pos:R:3:forces:R:3
C 1.549252 1.446358 -2.166983 1.177 -2.356 0.024
C 0.087033 1.657678 -1.982870 0.618 -1.529 2.363
C -0.780902 0.572647 -1.735870 -3.517 2.568 -2.088
C -2.223166 0.889780 -1.790476 2.804 1.093 1.507
C -2.528014 2.251642 -1.714795 -0.483 0.856 -0.144
O -3.770816 2.761850 -1.693188 -3.171 0.131 0.170
C -1.658049 3.361824 -1.740881 2.236 -2.179 -0.410
C -0.301484 2.955448 -1.819566 -1.199 3.355 -1.248
H 1.634193 1.220478 -3.211025 0.624 0.734 -1.149
H 1.785024 0.346057 -1.869460 0.177 2.071 0.564
H 2.291775 2.268099 -1.842333 -1.377 -1.596 -0.347
H -0.568805 -0.436266 -1.951516 0.896 -1.082 0.327
H -3.035347 0.189908 -1.624376 0.280 -0.219 -0.300
H -4.575071 2.220837 -1.529999 1.414 -0.129 -0.199
H -2.041561 4.393828 -1.850986 0.376 -0.917 0.427
H 0.479966 3.742003 -2.023198 -0.849 -0.819 0.544
C 0.550446 -3.963325 1.203750 1.123 0.270 -2.260
C 0.882995 -2.596691 1.820849 -2.734 -0.659 -0.953
C -0.318351 -1.811207 2.071150 2.781 -0.777 0.534
C -0.022562 -0.586534 2.700718 -3.836 -0.903 -0.882
C 1.245302 -0.204450 2.967295 1.910 -0.761 -1.257
C 2.413796 -0.914282 2.577300 -2.868 -0.356 0.254
C 2.207566 -2.146198 1.952390 -0.974 0.143 0.891
H 0.034421 -4.725918 1.765812 0.444 -0.105 0.989
H 1.447587 -4.381964 0.648838 -0.914 0.146 0.974
H -0.186669 -3.833354 0.388738 0.312 0.365 0.128
H -1.328904 -2.251103 1.800870 1.418 0.913 0.551
H -0.910682 0.069525 2.915325 1.236 -0.393 -0.053
H 1.339281 0.794798 3.208016 0.538 1.880 1.218
H 3.313637 -0.466852 2.886094 1.333 0.139 -0.223
H 2.988115 -2.824627 1.640386 0.227 0.116 0.047
```
Forces are in eV/Å.

## Properties
- charge = 0

***

3.
A 2-piece molecular cluster, C12H12FN overall in a non-equilibrium geometry. Source: OMol25; level of theory: ωB97M-V with the def2-TZVPD basis set.

Geometry as XYZ:
```
26
Properties=species:S:1:pos:R:3:forces:R:3
C -1.215225 -0.012911 1.050178 -1.701 1.980 2.691
C -0.880451 -1.132505 -1.119294 -0.144 -0.569 2.444
C -2.362135 0.597745 0.602335 -0.023 -0.946 -2.893
C -2.043217 -0.544415 -1.578347 0.001 0.156 -1.339
C -0.580638 -0.886229 0.256828 0.786 -1.132 -1.759
C -2.764955 0.337224 -0.725961 0.647 -0.511 0.269
C 4.307639 1.909651 -0.139947 -1.468 -1.015 -0.077
C 1.070834 -2.604529 1.311786 -0.839 1.413 -0.675
C 3.930121 1.204180 0.912347 0.973 0.666 -0.231
C 0.558590 -1.513820 0.789092 5.549 1.566 -0.812
C 2.224278 -0.256476 0.249978 -3.326 -1.961 3.097
C -4.024573 1.030631 -1.108777 1.139 1.447 1.196
N 2.796271 0.440711 1.111480 -0.840 -0.651 -0.738
F 2.527213 -0.478943 -0.998861 0.600 0.120 -1.164
H -0.930294 0.233147 2.092654 0.289 -0.617 -0.788
H -0.208937 -1.939876 -1.479550 -0.939 0.886 -0.833
H -3.046132 1.245497 1.094974 0.255 0.413 1.091
H -2.340977 -0.752572 -2.651882 0.020 0.466 1.473
H 5.172941 2.495002 -0.175248 1.093 0.706 0.124
H 3.667875 1.855142 -0.982202 -0.305 0.284 -1.016
H 2.089431 -2.704539 1.549449 1.070 -0.052 0.168
H 0.435726 -3.409546 1.485723 -1.099 -1.443 0.575
H 4.544454 1.274786 1.765380 0.571 -0.145 1.164
H -3.804765 1.869864 -1.801542 -0.648 -0.600 0.233
H -4.754442 0.343389 -1.387312 -1.324 -0.942 -1.264
H -4.368629 1.399396 -0.123271 -0.336 0.482 -0.938
```
Forces are in eV/Å.

## Properties
- charge = 0

***

no.,E (eV)
1,-23258.966
2,-16822.532
3,-16841.081